# 1
Formula: C39H122O22
Source: the Open Molecules 2025 dataset
Level of theory: wB97M-V/def2-TZVPD

Geometry as ORCA input:
```
! RIJCOSX wB97M-V def2-TZVPD def2/J DEFGRID3
* xyz 0 1
C 1.03 -4.18 1.35
C 1.57 -5.55 1.75
C 1.53 -6.48 0.57
O 3.00 -5.55 2.05
H -0.04 -4.09 0.97
H 1.61 -3.72 0.54
H 1.08 -3.47 2.18
H 1.09 -5.92 2.63
H 0.50 -6.86 0.39
H 2.11 -7.37 0.77
H 1.91 -5.90 -0.30
H 3.09 -4.70 2.51
C 4.90 -1.91 -2.59
C 4.57 -0.83 -1.58
C 3.07 -0.49 -1.58
O 4.90 -1.25 -0.26
H 6.00 -2.07 -2.72
H 4.46 -1.68 -3.53
H 4.32 -2.82 -2.33
H 5.19 0.04 -1.69
H 2.86 0.06 -0.66
H 2.50 -1.43 -1.73
H 2.79 0.22 -2.42
H 4.66 -2.19 -0.24
C 0.18 -3.02 4.96
C 1.10 -2.28 5.83
C 2.56 -2.87 5.67
O 1.03 -0.86 5.61
H 0.59 -3.01 3.98
H -0.73 -2.44 4.96
H 0.01 -4.01 5.37
H 0.80 -2.54 6.86
H 3.25 -2.31 6.33
H 2.93 -2.79 4.65
H 2.44 -3.89 6.05
H 1.57 -0.41 6.24
C 4.97 4.20 -1.01
C 3.84 5.18 -0.93
C 2.55 4.40 -0.59
O 4.13 6.11 0.24
H 5.90 4.77 -1.05
H 4.99 3.60 -1.96
H 5.01 3.57 -0.08
H 3.70 5.74 -1.94
H 2.59 3.93 0.41
H 2.25 3.66 -1.32
H 1.66 5.00 -0.44
H 4.98 6.57 0.07
C -4.04 -2.20 2.45
C -3.06 -3.29 2.11
C -3.47 -4.70 1.99
O -2.50 -2.95 0.87
H -4.96 -2.32 1.92
H -3.43 -1.39 2.15
H -4.21 -2.22 3.57
H -2.31 -3.28 2.92
H -3.81 -5.19 2.94
H -2.49 -5.18 1.75
H -4.17 -4.89 1.17
H -2.50 -1.99 0.75
C 0.11 -3.80 -2.62
C -0.01 -3.19 -3.98
C -1.19 -2.27 -4.16
O 1.18 -2.42 -4.21
H -0.09 -2.98 -1.87
H 1.05 -4.31 -2.40
H -0.71 -4.51 -2.47
H -0.03 -4.04 -4.73
H -2.18 -2.78 -4.39
H -1.01 -1.55 -4.99
H -1.38 -1.61 -3.32
H 1.92 -2.96 -3.97
C 6.58 -4.62 3.54
C 7.22 -3.27 3.75
C 8.16 -2.88 2.50
O 6.22 -2.26 4.08
H 7.16 -5.24 2.84
H 5.55 -4.43 3.21
H 6.52 -5.17 4.49
H 7.89 -3.38 4.64
H 8.84 -2.11 2.82
H 7.42 -2.65 1.76
H 8.77 -3.80 2.33
H 5.68 -2.53 4.84
C -4.64 4.73 1.97
C -3.48 3.81 1.88
C -2.25 4.11 2.71
O -3.92 2.47 2.18
H -4.44 5.68 1.40
H -4.90 5.09 3.00
H -5.49 4.22 1.56
H -3.18 3.82 0.89
H -2.47 4.19 3.79
H -1.70 5.05 2.41
H -1.49 3.29 2.57
H -4.46 2.15 1.41
C -0.27 1.58 -0.15
C -0.92 0.19 -0.14
C -0.03 -1.08 0.28
O -2.12 0.17 0.65
H -0.39 1.98 0.86
H -0.77 2.27 -0.85
H 0.81 1.53 -0.41
H -1.32 -0.05 -1.12
H -0.55 -1.98 0.04
H 0.26 -1.01 1.33
H 0.89 -0.98 -0.32
H -1.97 0.72 1.43
C 3.12 2.26 3.91
C 3.07 1.81 2.46
C 4.08 0.68 2.32
O 1.76 1.39 2.06
H 2.28 2.98 4.09
H 4.10 2.67 4.11
H 2.95 1.40 4.56
H 3.38 2.55 1.71
H 5.03 0.89 2.80
H 4.32 0.35 1.32
H 3.64 -0.24 2.87
H 1.90 0.69 1.42
C -1.35 5.78 -2.13
C -2.63 6.47 -2.68
C -2.78 6.10 -4.14
O -3.73 6.08 -1.89
H -1.36 5.70 -1.05
H -0.39 6.11 -2.50
H -1.35 4.77 -2.58
H -2.55 7.54 -2.62
H -3.27 6.93 -4.64
H -3.49 5.24 -4.16
H -1.85 6.03 -4.68
H -3.72 6.39 -1.00
C -4.15 0.08 -4.58
C -2.90 0.92 -4.75
C -3.16 1.98 -5.87
O -2.51 1.47 -3.48
H -4.00 -0.70 -3.97
H -4.36 -0.28 -5.58
H -4.95 0.71 -4.29
H -2.12 0.20 -5.05
H -2.33 2.62 -6.06
H -4.07 2.51 -5.60
H -3.28 1.51 -6.88
H -3.28 1.98 -3.10
C 0.73 0.84 -4.52
C 1.19 2.15 -4.19
C 2.49 2.54 -4.86
O 0.31 3.14 -4.68
H -0.11 0.54 -3.76
H 1.51 0.06 -4.70
H 0.29 0.98 -5.60
H 1.34 2.39 -3.09
H 2.69 3.61 -4.76
H 2.24 2.38 -5.91
H 3.28 1.89 -4.51
H -0.57 2.81 -4.48
O -3.63 1.09 4.56
H -2.79 0.64 4.50
H -3.51 1.76 3.86
O -2.94 -4.77 -4.12
H -3.70 -5.34 -4.08
H -2.95 -4.25 -3.25
O -4.61 2.89 -2.31
H -4.19 3.73 -1.97
H -4.66 2.27 -1.56
O -6.29 1.03 3.54
H -5.73 1.79 3.35
H -5.58 0.36 3.72
O -6.57 0.10 1.12
H -6.67 0.36 2.08
H -6.53 -0.88 1.04
O -3.23 -3.58 -1.69
H -3.77 -2.81 -1.67
H -3.01 -3.68 -0.79
O -5.25 -1.47 -1.22
H -5.59 -1.64 -2.13
H -4.84 -0.56 -1.32
O -0.60 0.68 3.82
H -0.06 0.90 3.08
H -0.06 0.18 4.43
O -4.59 1.12 -0.22
H -3.72 0.73 -0.01
H -5.31 0.67 0.26
*
```

The value obtained for the frontier orbital gap is 10.09 eV. The total energy comes out at -3214.27838 a.u. Its HOMO energy is -9.798 eV. The calculation puts the energy above the lowest of the compared OMol25 structures with the same formula, charge and spin at 0.000 eV. The molar mass comes out at 943.4 g mol⁻¹.



# 2
Formula: C39H24Br2F8N4O4SbScTe
Source: the Open Molecules 2025 dataset
Level of theory: wB97M-V/def2-TZVPD

Geometry as ORCA input:
```
! RIJCOSX wB97M-V def2-TZVPD def2/J DEFGRID3
* xyz 0 1
Sc 0.77 -1.39 -0.16
O 4.37 -2.78 -2.04
C 3.27 -2.38 -1.72
N 2.84 -1.93 -0.51
C 3.72 -1.72 0.53
O 4.60 -2.42 0.95
C 3.47 -0.34 1.12
C 4.37 0.19 2.03
C 4.22 1.52 2.41
C 3.18 2.25 1.86
C 2.31 1.62 0.99
N 2.43 0.35 0.63
C 2.20 -2.21 -2.78
C 2.36 -2.82 -4.01
C 1.38 -2.66 -4.97
C 0.28 -1.88 -4.67
C 0.19 -1.30 -3.42
N 1.13 -1.46 -2.48
H 5.17 -0.44 2.39
H 4.91 1.97 3.11
H 3.04 3.30 2.10
H 1.48 2.18 0.57
H 3.26 -3.41 -4.18
H 1.47 -3.13 -5.94
H -0.52 -1.72 -5.38
H -0.68 -0.71 -3.14
Br 1.26 -6.12 1.82
C 1.26 -4.53 2.82
C 1.57 -4.56 4.19
C 1.53 -3.43 4.95
Br 1.93 -3.53 6.79
C 1.19 -2.18 4.36
C 1.06 -0.96 5.05
C 0.69 0.17 4.37
C 0.49 0.09 2.99
N 0.62 -1.02 2.30
C 0.92 -2.16 2.97
C 0.93 -3.35 2.19
O 0.60 -3.24 0.92
H 1.82 -5.51 4.65
H 1.25 -0.93 6.12
H 0.56 1.11 4.88
H 0.22 0.98 2.43
F -1.66 -5.15 -0.16
Te -1.73 -3.31 -0.05
F -1.73 -3.61 1.81
F -3.55 -3.16 0.35
F -0.17 -3.33 -1.25
F -2.49 -3.32 -1.77
O -1.34 -1.53 0.03
F -5.45 2.43 3.47
C -4.48 2.20 2.57
C -4.38 3.03 1.46
C -3.38 2.78 0.54
C -2.48 1.73 0.72
C -2.62 0.90 1.83
C -3.62 1.13 2.76
Sb -0.99 1.31 -0.72
C -0.20 3.26 -1.07
C -0.43 4.36 -0.25
C 0.23 5.56 -0.45
C 1.13 5.65 -1.49
F 1.78 6.81 -1.70
C 1.40 4.58 -2.33
C 0.74 3.39 -2.11
C -2.27 1.10 -2.40
C -2.27 1.98 -3.48
C -3.08 1.75 -4.58
C -3.88 0.63 -4.59
F -4.66 0.40 -5.66
C -3.92 -0.26 -3.53
C -3.11 -0.02 -2.43
H -5.09 3.84 1.34
H -3.32 3.42 -0.34
H -1.97 0.05 1.96
H -3.75 0.49 3.63
H -1.13 4.28 0.58
H 0.06 6.42 0.18
H 2.12 4.70 -3.13
H 0.96 2.54 -2.74
H -1.64 2.86 -3.46
H -3.09 2.43 -5.43
H -4.56 -1.13 -3.58
H -3.12 -0.72 -1.61
*
```

The value obtained for the frontier orbital gap is 7.27 eV. The total energy comes out at -9236.74678 a.u. Its HOMO energy is -8.156 eV. The calculation puts the energy above the lowest of the compared OMol25 structures with the same formula, charge and spin at 2.624 eV. The molar mass comes out at 1218.8 g mol⁻¹.



# 3
Formula: C39H25AsBrF4OPPtS5
Source: the Open Molecules 2025 dataset
Level of theory: wB97M-V/def2-TZVPD

Geometry as ORCA input:
```
! RIJCOSX wB97M-V def2-TZVPD def2/J DEFGRID3
* xyz 0 1
Pt 0.39 1.56 -2.58
S 4.31 6.76 0.62
C 3.60 5.56 -0.22
S 2.58 5.82 -1.60
C 2.13 4.15 -1.88
C 2.72 3.23 -1.05
S 2.47 1.56 -1.14
S 3.77 3.88 0.18
S 1.01 3.77 -3.09
F -4.08 -1.53 -7.08
C -3.31 -1.36 -6.02
C -3.52 -2.08 -4.87
F -4.48 -3.00 -4.82
C -2.72 -1.86 -3.76
F -2.99 -2.66 -2.72
C -1.69 -0.92 -3.72
P -0.75 -0.44 -2.11
C 0.38 -1.90 -2.15
C 1.72 -1.68 -2.44
C 2.62 -2.73 -2.49
C 2.19 -4.03 -2.25
C 0.85 -4.26 -1.98
C -0.05 -3.21 -1.94
C -2.14 -0.76 -0.98
C -2.08 -1.68 0.07
C -3.20 -1.93 0.84
C -4.39 -1.25 0.59
C -4.44 -0.31 -0.42
C -3.32 -0.06 -1.20
C -1.46 -0.28 -4.94
Br 0.03 0.85 -5.22
C -2.26 -0.47 -6.05
F -2.03 0.20 -7.18
H 2.07 -0.67 -2.63
H 3.67 -2.54 -2.71
H 2.89 -4.85 -2.27
H 0.49 -5.27 -1.82
H -1.10 -3.41 -1.74
H -1.15 -2.19 0.27
H -3.15 -2.66 1.64
H -5.27 -1.45 1.19
H -5.36 0.23 -0.62
H -3.37 0.67 -2.00
O 0.29 -0.11 0.09
As 0.67 0.38 1.62
C -0.70 -0.12 2.89
C -0.59 -1.26 3.67
C -1.63 -1.62 4.52
C -2.78 -0.84 4.57
C -2.91 0.28 3.76
C -1.86 0.65 2.93
C 0.75 2.29 1.82
C 0.11 3.09 0.88
C 0.15 4.47 1.01
C 0.83 5.05 2.08
C 1.44 4.25 3.03
C 1.40 2.87 2.91
C 2.28 -0.50 2.18
C 2.95 -1.24 1.23
C 4.13 -1.90 1.57
C 4.62 -1.80 2.87
C 3.93 -1.07 3.83
C 2.75 -0.42 3.49
H 0.30 -1.87 3.62
H -1.55 -2.50 5.14
H -3.60 -1.12 5.23
H -3.81 0.87 3.78
H -1.95 1.53 2.30
H -0.39 2.63 0.04
H -0.33 5.09 0.26
H 0.88 6.13 2.16
H 1.96 4.70 3.87
H 1.88 2.25 3.65
H 2.55 -1.30 0.22
H 4.66 -2.48 0.83
H 5.54 -2.30 3.14
H 4.31 -1.01 4.84
H 2.20 0.13 4.24
*
```

The value obtained for the frontier orbital gap (alpha / beta) is 5.70 / 5.06 eV. The total energy comes out at -9237.25058 a.u. Its HOMO energy (alpha / beta) is -6.935 / -6.800 eV. The calculation puts the energy above the lowest of the compared OMol25 structures with the same formula, charge and spin at 0.551 eV. The molar mass comes out at 1126.8 g mol⁻¹.



# 4
Formula: C39H26AuF5N4O3
Source: the Open Molecules 2025 dataset
Level of theory: wB97M-V/def2-TZVPD

Geometry as ORCA input:
```
! RIJCOSX wB97M-V def2-TZVPD def2/J DEFGRID3
* xyz 0 3
Au 1.56 -0.71 -0.50
C -0.52 -4.71 -0.17
C 0.33 -3.61 0.07
N 0.32 -2.55 -0.71
C -0.51 -2.47 -1.78
C -1.43 -3.51 -2.05
C -1.39 -4.65 -1.22
C -2.36 -3.36 -3.10
C -2.39 -2.19 -3.79
C -1.47 -1.15 -3.54
C -0.47 -1.29 -2.60
N 0.53 -0.39 -2.31
C 0.92 0.68 -3.07
C 0.61 0.94 -4.40
C 0.99 2.14 -5.02
C 1.69 3.11 -4.36
C 2.15 2.84 -3.05
C 2.96 3.73 -2.32
C 3.43 3.37 -1.09
C 3.12 2.10 -0.58
N 2.35 1.26 -1.23
C 1.81 1.61 -2.43
H -0.47 -5.56 0.48
H 0.99 -3.58 0.92
H -2.07 -5.47 -1.42
H -3.06 -4.16 -3.32
H -3.14 -2.03 -4.56
H -1.57 -0.23 -4.08
H 0.08 0.20 -4.98
H 0.70 2.30 -6.05
H 1.94 4.05 -4.83
H 3.20 4.69 -2.75
H 4.06 4.04 -0.51
H 3.49 1.78 0.38
F 6.46 -1.52 4.74
C 5.45 -1.59 3.89
C 5.55 -0.96 2.64
F 6.68 -0.31 2.34
C 4.53 -1.03 1.75
F 4.66 -0.48 0.55
C 3.31 -1.74 2.06
O 2.34 -1.87 1.28
C 3.26 -2.38 3.37
F 2.17 -3.05 3.68
C 4.30 -2.30 4.25
F 4.24 -2.89 5.44
C -5.16 -0.16 -0.69
C -3.98 0.78 -0.75
C -3.92 1.76 -1.74
C -2.84 2.63 -1.81
C -1.85 2.57 -0.85
C -1.91 1.61 0.17
N -0.89 1.63 1.14
C -1.05 1.43 2.50
C -2.29 1.69 3.10
C -2.45 1.60 4.47
C -1.38 1.25 5.28
C -0.16 0.98 4.69
C 0.03 1.05 3.31
C 1.39 0.72 2.77
O 2.24 0.25 3.56
O 1.62 0.95 1.54
C -2.93 0.66 0.18
C -2.90 -0.52 1.12
H -5.90 0.12 -1.44
H -5.63 -0.13 0.29
H -4.86 -1.19 -0.88
H -4.73 1.83 -2.46
H -2.80 3.38 -2.59
H -1.03 3.28 -0.84
H 0.08 1.59 0.83
H -3.12 1.99 2.47
H -3.42 1.81 4.91
H -1.50 1.19 6.36
H 0.69 0.69 5.29
H -1.89 -0.70 1.48
H -3.24 -1.42 0.60
H -3.54 -0.38 1.99
*
```

The value obtained for the frontier orbital gap (alpha / beta) is 6.61 / 4.22 eV. The total energy comes out at -2581.49663 a.u. Its HOMO energy (alpha / beta) is -6.973 / -6.969 eV. The calculation puts the energy above the lowest of the compared OMol25 structures with the same formula, charge and spin at 0.213 eV. The molar mass comes out at 890.6 g mol⁻¹. Its expectation value of S² is 2.038.



# 5
Formula: C39H27AgBr2N8
Source: the Open Molecules 2025 dataset
Level of theory: wB97M-V/def2-TZVPD

Geometry as ORCA input:
```
! RIJCOSX wB97M-V def2-TZVPD def2/J DEFGRID3
* xyz 0 1
Ag 0.04 0.39 -0.24
C -4.10 2.27 -0.42
C -3.09 1.47 0.13
N -2.32 0.67 -0.57
C -2.51 0.56 -1.90
C -3.54 1.31 -2.55
C -4.31 2.19 -1.77
C -3.76 1.16 -3.93
C -3.05 0.21 -4.61
C -2.06 -0.55 -4.00
C -1.69 -0.38 -2.66
N -0.68 -0.96 -1.96
C 0.18 -1.94 -2.29
C 0.30 -2.65 -3.49
C 1.31 -3.57 -3.73
C 2.24 -3.90 -2.78
C 2.11 -3.33 -1.50
C 2.98 -3.70 -0.45
C 2.81 -3.16 0.79
C 1.77 -2.23 0.96
N 0.97 -1.83 0.00
C 1.09 -2.36 -1.23
H -4.69 2.93 0.20
H -2.93 1.48 1.20
H -5.06 2.79 -2.26
H -4.51 1.78 -4.42
H -3.24 0.05 -5.66
H -1.57 -1.28 -4.62
H -0.39 -2.49 -4.30
H 1.36 -4.03 -4.71
H 3.04 -4.60 -2.98
H 3.76 -4.42 -0.66
H 3.43 -3.44 1.62
H 1.62 -1.81 1.95
Br 0.87 7.19 -2.07
C 0.62 5.32 -1.83
C -0.64 4.75 -1.96
C -0.73 3.39 -1.77
N 0.29 2.60 -1.46
C 1.51 3.15 -1.36
C 1.71 4.53 -1.53
C 2.63 2.23 -1.15
C 3.95 2.68 -0.99
C 4.97 1.76 -0.90
Br 6.77 2.34 -0.71
C 4.68 0.40 -0.98
C 3.34 0.05 -1.11
N 2.34 0.92 -1.18
H -1.50 5.34 -2.22
H -1.69 2.90 -1.89
H 2.69 4.98 -1.46
H 4.19 3.73 -0.94
H 5.45 -0.35 -0.96
H 3.08 -0.99 -1.19
C -0.51 2.64 3.82
C -0.43 2.31 2.48
N -0.25 1.06 2.05
C -0.17 0.10 2.95
C -0.17 0.32 4.33
C -0.34 1.64 4.76
C 0.12 -0.72 5.31
C -0.17 -2.03 5.32
C -1.05 -2.77 4.43
C -1.12 -4.17 4.51
C -2.04 -4.80 3.69
N -2.82 -4.12 2.86
C -2.67 -2.81 2.84
N -1.84 -2.11 3.58
H -0.67 3.66 4.13
H -0.52 3.07 1.71
H -0.08 -0.90 2.56
H -0.34 1.87 5.82
H 0.70 -0.35 6.16
H 0.23 -2.62 6.13
H -0.48 -4.73 5.18
H -2.18 -5.87 3.71
H -3.29 -2.25 2.16
*
```

The value obtained for the frontier orbital gap is 5.37 eV. The total energy comes out at -7235.43320 a.u. Its HOMO energy is -5.860 eV. The molar mass comes out at 875.4 g mol⁻¹.